Formula: H4N2
Source: OMol25
Level of theory: wB97M-V/def2-TZVPD

Geometry (Å):
H (1.119227, 0.739491, -0.309746)
H (1.113422, -0.596914, 0.749554)
H (-1.131782, -0.424683, -0.789553)
H (-1.082968, 0.674305, 0.441153)
N (0.689648, -0.188326, -0.138360)
N (-0.707546, -0.203873, 0.046950)

Cartesian forces, eV/Å:
H -0.66 -0.73 0.23
H -0.57 0.92 -1.74
H -1.11 -0.35 -2.03
H 0.26 -0.74 -0.44
N 1.61 -0.48 1.64
N 0.47 1.37 2.34

The energy above the lowest of the compared OMol25 structures with the same formula, charge and spin comes out at 14.83 kJ/mol. The electronic energy comes out at -111.8595 a.u. The HOMO energy comes out at -9.4901 eV. The value obtained for the LUMO energy is 1.34 eV. As for the HOMO-LUMO gap: 10.8 eV. As for the total charge: 0. As for the structure (SMILES): NN.


Formula: C22H30Cl8F2O2
Source: OMol25
Level of theory: wB97M-V/def2-TZVPD

Geometry (Å):
F (0.457086, -3.058511, 2.716347)
C (0.030978, -2.082316, 1.883207)
C (0.638365, -0.803830, 1.952959)
C (0.249936, 0.197635, 1.033869)
C (-0.882988, -0.026828, 0.172457)
C (-1.460497, -1.322705, 0.211258)
C (-0.997244, -2.356460, 1.051005)
H (1.403634, -0.672220, 2.703585)
H (0.639407, 1.199272, 1.140842)
H (-1.338454, 0.730530, -0.448311)
H (-2.336149, -1.598169, -0.357739)
H (-1.413860, -3.351859, 1.006318)
F (8.846375, 2.264293, 7.497462)
C (8.723589, 1.284703, 6.481998)
C (9.695476, 1.180845, 5.539085)
C (9.552982, 0.329214, 4.444442)
C (8.424147, -0.547360, 4.401611)
C (7.480367, -0.564380, 5.448510)
C (7.643062, 0.413867, 6.493540)
H (10.550608, 1.840499, 5.537480)
H (10.371038, 0.128369, 3.768546)
H (8.327241, -1.385632, 3.727584)
H (6.573678, -1.150484, 5.420105)
H (6.930772, 0.466588, 7.303648)
C (-1.905531, 2.258356, -6.306428)
Cl (-0.258388, 2.747857, -5.741222)
Cl (-1.822307, 1.117037, -7.665204)
H (-2.473582, 1.763430, -5.518730)
H (-2.460246, 3.144293, -6.615470)
C (-7.973744, -0.152576, 0.062538)
Cl (-7.048708, -0.016061, -1.378985)
Cl (-6.864006, -0.068146, 1.492158)
H (-8.656160, 0.680933, 0.228876)
H (-8.525373, -1.092653, 0.055264)
C (6.681166, 5.275883, 0.686946)
Cl (5.556327, 4.167127, 1.389857)
Cl (7.025320, 4.619941, -0.975131)
H (6.195042, 6.246271, 0.586299)
H (7.501822, 5.247390, 1.403764)
C (3.598467, -7.873180, 2.974508)
Cl (5.036949, -7.872962, 1.896664)
Cl (3.987915, -6.849887, 4.327940)
H (2.675143, -7.600037, 2.463662)
H (3.393234, -8.848942, 3.414796)
C (-5.907107, 5.276786, -0.821104)
C (-5.653957, 6.043364, -2.124526)
O (-4.806788, 5.635325, -2.892303)
C (-6.366522, 7.396440, -2.351950)
H (-5.195266, 4.465875, -0.666823)
H (-6.890559, 4.812970, -0.897258)
H (-6.092787, 5.926366, 0.034269)
H (-5.778129, 8.205982, -1.920051)
H (-7.438729, 7.312436, -2.174682)
H (-6.311611, 7.646344, -3.411492)
C (-3.054650, -5.625099, -4.434023)
C (-3.841031, -4.781252, -5.429002)
O (-3.407593, -4.432427, -6.507617)
C (-5.343554, -4.652692, -5.071269)
H (-2.197597, -6.157025, -4.847066)
H (-3.709298, -6.331733, -3.923918)
H (-2.586932, -4.990101, -3.681611)
H (-5.722163, -5.174659, -4.192468)
H (-6.029166, -4.967710, -5.857906)
H (-5.439451, -3.618328, -4.741107)

Cartesian forces, eV/Å:
F 0.14 0.20 0.02
C 1.06 1.28 0.72
C -0.57 -0.54 -1.08
C -1.80 -0.86 0.43
C 0.79 -1.96 1.35
C 0.34 0.42 0.33
C -0.48 0.68 -1.19
H 0.13 0.24 -0.10
H 0.29 -0.03 -0.17
H 0.29 0.12 -0.01
H -0.04 0.41 -0.38
H -0.15 0.03 0.08
F -0.19 -1.63 -1.54
C -0.92 0.34 1.63
C 0.99 0.66 -1.70
C -1.46 -1.90 0.96
C 0.23 -0.10 1.33
C 1.22 2.75 0.50
C -0.30 -0.79 -0.74
H 0.08 0.08 0.33
H -0.03 0.47 -0.21
H 0.26 0.35 -0.66
H 0.21 -0.31 0.07
H -0.09 0.08 0.02
C 0.07 0.04 0.04
Cl -0.97 -0.27 -0.19
Cl 0.02 0.23 0.14
H 0.50 0.08 0.10
H 0.37 -0.07 -0.08
C -0.19 0.10 1.47
Cl 0.24 0.19 -0.97
Cl -0.44 -0.30 -0.24
H 0.13 -0.09 -0.46
H 0.27 0.10 0.20
C -0.15 -0.37 -0.60
Cl -1.15 -0.62 0.79
Cl 0.48 0.75 0.75
H 0.38 -0.13 -0.06
H 0.44 0.36 -0.88
C 0.17 -0.68 0.02
Cl -0.84 -0.37 -0.01
Cl -0.35 0.65 0.56
H 0.47 0.57 -0.16
H 0.55 -0.16 -0.41
C -1.04 0.20 -0.55
C 0.99 0.25 0.52
O -0.65 0.24 0.09
C 0.30 -1.04 -1.28
H 0.14 0.42 0.06
H -0.21 -0.27 -0.33
H 0.66 0.17 0.07
H -0.54 -0.08 0.79
H 0.16 0.47 0.84
H 0.19 -0.36 -0.22
C 0.59 0.31 0.23
C -0.76 -2.01 -0.73
O -0.27 0.21 1.10
C 0.33 0.57 0.58
H -0.23 0.06 -0.51
H 0.03 0.11 -0.04
H -0.26 0.23 0.25
H 0.74 -0.47 0.15
H 0.35 0.64 -0.40
H -0.52 0.36 -0.63

The energy above the lowest of the compared OMol25 structures with the same formula, charge and spin comes out at 150.17 kJ/mol. The electronic energy comes out at -4887.9353 a.u. The HOMO energy comes out at -9.2419 eV. The value obtained for the LUMO energy is 0.21 eV. As for the HOMO-LUMO gap: 9.5 eV. As for the total charge: 0. As for the structure (SMILES): Fc1ccccc1.Fc1ccccc1.CC(C)=O.CC(C)=O.ClCCl.ClCCl.ClCCl.ClCCl.


Formula: C7H12N3
Source: OMol25
Level of theory: wB97M-V/def2-TZVPD

Geometry (Å):
C (1.023162, -0.553918, 0.247985)
C (0.254607, 0.514736, 0.579112)
C (2.263706, 0.026987, -0.103891)
C (-1.163486, 0.625534, 1.086186)
C (-2.034813, 0.726822, -1.260537)
C (3.368491, -0.722344, -0.730624)
C (-2.617802, -1.047046, 0.176168)
N (2.273462, 1.331423, 0.034035)
N (1.065663, 1.668802, 0.485663)
N (-1.970510, 0.163369, -0.106621)
H (0.804041, -1.527544, 0.337633)
H (-1.512446, -0.013937, 1.955534)
H (-1.230012, 1.602217, 1.324784)
H (-2.398482, 0.131738, -2.067542)
H (-1.647953, 1.680766, -1.394964)
H (2.995839, -1.723385, -1.168132)
H (3.764558, -0.068684, -1.611297)
H (4.168783, -0.995811, -0.052947)
H (-3.137048, -1.617982, -0.592492)
H (-1.880166, -1.669158, 0.842136)
H (-3.498019, -0.983144, 1.014210)
H (1.108427, 2.450556, 1.005600)

Cartesian forces, eV/Å:
C 0.67 3.88 -0.07
C 0.52 1.14 2.13
C 0.18 -0.63 -0.61
C 1.09 -3.21 -0.96
C 0.04 -1.79 1.68
C 0.49 -0.56 -2.56
C -1.60 -3.56 4.46
N 0.51 -0.45 0.04
N -0.89 -4.66 -2.31
N -0.93 1.73 -0.48
H -0.84 -3.32 -0.09
H 0.85 0.82 -1.11
H -1.32 3.39 0.58
H -0.65 -0.01 -0.46
H 0.90 1.54 -0.29
H 0.47 1.66 0.58
H -0.38 -1.37 1.62
H 0.23 0.27 0.11
H 0.76 0.35 -0.53
H -1.23 0.59 -1.89
H 1.96 0.79 -1.93
H -0.81 3.41 2.09

The energy above the lowest of the compared OMol25 structures with the same formula, charge and spin comes out at 402.31 kJ/mol. The electronic energy comes out at -437.8451 a.u. The HOMO energy comes out at -12.7806 eV. The value obtained for the LUMO energy is -5.06 eV. As for the HOMO-LUMO gap: 7.7 eV. As for the total charge: +1. As for the structure (SMILES): C=[N+](C)Cc1cc(C)n[nH]1.


Number 3 is which compound?
C7H12N3


Look up the total charge of the second one.
0


The highest total charge belongs to which entry?
C7H12N3